Entry 1:
{
  "formula": "C4H4ClFS2",
  "method": "ωB97M-V with the def2-TZVPD basis set",
  "elements": ["F", "C", "Cl", "C", "S", "C", "C", "S", "H", "H", "H", "H"],
  "positions_angstrom": [[-0.74126, -1.51877, 1.06949], [-1.22611, -0.38930, 0.70230], [-2.42858, -0.82276, -0.63103], [-0.47719, 0.68553, -0.02299], [-0.55494, 2.28894, 0.19755], [0.47520, -0.08909, -0.71356], [1.72425, -0.55238, 0.14809], [3.32966, -0.31808, -0.15512], [-1.89785, 0.14676, 1.47908], [0.16855, -1.16048, -1.10019], [0.96204, 0.56051, -1.43460], [1.35198, -1.35322, 0.79585]],
  "total_charge": 0,
  "e_lumo_ev": -1.316,
  "relative_energy_kj_mol": 162.0
}

Entry 2:
{
  "formula": "C5H5F2N",
  "method": "ωB97M-V with the def2-TZVPD basis set",
  "elements": ["C", "C", "C", "C", "C", "N", "F", "F", "H", "H", "H", "H", "H"],
  "positions_angstrom": [[0.12186, 0.72133, 1.55275], [0.27028, 2.78060, -0.93420], [0.24931, 1.51191, -1.10450], [0.84609, -1.19488, 0.28501], [1.08522, 0.16451, 0.75014], [-0.50331, 1.24585, 2.35806], [-0.14874, 0.65626, -2.00691], [1.89542, -1.75954, -0.54585], [0.10183, 3.51371, -1.80757], [0.42750, 3.25229, 0.06835], [-0.07977, -1.15273, -0.46218], [0.73799, -1.84968, 1.17356], [1.96981, 0.79996, 0.45999]],
  "total_charge": 0,
  "e_lumo_ev": [-0.659, -1.009],
  "relative_energy_kj_mol": 530.4
}

Entry 3:
{
  "formula": "C6H16ClNO2P",
  "method": "ωB97M-V with the def2-TZVPD basis set",
  "elements": ["C", "C", "C", "C", "C", "C", "N", "O", "O", "P", "Cl", "H", "H", "H", "H", "H", "H", "H", "H", "H", "H", "H", "H", "H", "H", "H", "H"],
  "positions_angstrom": [[0.04092, -1.83450, -0.89683], [-1.89512, -0.60635, -1.98744], [-2.48074, 0.90430, 1.19545], [-0.42718, 2.23034, 1.28410], [-1.17026, -0.88095, -0.64197], [-1.14632, 1.15069, 0.68547], [-0.55516, 0.34514, -0.15067], [2.22577, 0.22211, 0.22609], [3.72659, -1.15387, 1.59140], [3.53157, 0.31914, 0.82615], [4.97995, -0.97087, -1.14707], [0.74569, -1.15231, -1.43949], [0.61124, -1.92566, 0.10246], [-0.22574, -2.76667, -1.29144], [-1.73464, -1.37583, -2.79991], [-1.50143, 0.36693, -2.38668], [-2.99608, -0.47479, -1.89228], [-3.16839, 1.33738, 0.42102], [-2.63713, -0.13166, 1.52392], [-2.48080, 1.39399, 2.10617], [-0.23770, 1.87919, 2.28108], [-0.99624, 3.12041, 1.35535], [0.45709, 2.55769, 0.72194], [-1.96697, -1.15930, 0.06944], [5.93649, -0.26646, -1.20676], [0.46221, 0.49618, -0.33879], [2.90238, -1.62429, 1.78930]],
  "total_charge": 1,
  "e_lumo_ev": -3.330,
  "relative_energy_kj_mol": 0.0
}

Entry 4:
{
  "formula": "C44H72N3O5S",
  "method": "ωB97M-V with the def2-TZVPD basis set",
  "elements": ["C", "C", "C", "C", "C", "C", "O", "O", "C", "C", "C", "C", "C", "C", "C", "C", "C", "C", "N", "O", "C", "C", "C", "C", "C", "C", "C", "C", "C", "C", "S", "H", "H", "H", "H", "H", "H", "H", "H", "H", "H", "H", "H", "H", "H", "H", "H", "H", "H", "H", "H", "H", "H", "H", "H", "H", "H", "H", "H", "H", "H", "H", "H", "H", "H", "H", "H", "C", "C", "C", "C", "C", "C", "N", "O", "C", "C", "C", "H", "H", "H", "H", "H", "H", "H", "H", "H", "H", "H", "H", "H", "H", "H", "H", "H", "H", "C", "C", "C", "C", "C", "C", "N", "O", "C", "C", "C", "H", "H", "H", "H", "H", "H", "H", "H", "H", "H", "H", "H", "H", "H", "H", "H", "H", "H"],
  "positions_angstrom": [[-1.95385, -0.83022, 3.25494], [-1.22217, 0.19927, 2.54366], [-1.54858, 0.55855, 1.11670], [-2.47490, -0.44968, 0.48412], [-1.91981, -1.48985, -0.25128], [-0.43373, -1.54164, -0.41472], [0.07358, -1.04508, -1.35433], [0.27303, -2.12756, 0.54848], [-2.74352, -2.44299, -0.85981], [-2.19127, -3.59135, -1.65653], [-1.34861, -4.49685, -0.77140], [-1.79637, -4.85306, 0.50374], [-1.01960, -5.65645, 1.33088], [0.21738, -6.11767, 0.88908], [0.67506, -5.78068, -0.38141], [1.99333, -6.27432, -0.89627], [-0.12178, -4.97356, -1.20215], [-4.10207, -2.29404, -0.71726], [-4.62550, -1.29829, 0.01724], [-5.97184, -1.11808, 0.13537], [-6.74394, -2.34506, 0.29909], [-7.94894, -2.00937, 1.18606], [-7.85994, -2.83490, 2.48855], [-9.27874, -2.26159, 0.46092], [-10.48030, -2.01742, 1.40463], [-9.40405, -3.66702, -0.13770], [-3.86342, -0.37397, 0.62006], [-4.55675, 0.70498, 1.38783], [-5.27986, 1.70987, 0.43020], [-6.78379, 1.84734, 0.74358], [-7.88837, 1.60620, -0.67874], [-2.91409, -0.63638, 3.71440], [-1.59452, -1.84676, 3.35594], [-0.40533, 0.72308, 3.01806], [-2.01048, 1.54650, 1.06354], [-0.64320, 0.65002, 0.52538], [-0.24726, -2.13560, 1.36545], [-1.59719, -3.23364, -2.48983], [-3.02136, -4.19564, -2.01375], [-2.75051, -4.51407, 0.88332], [-1.40565, -5.92026, 2.30251], [0.81028, -6.73530, 1.54589], [2.53105, -6.81075, -0.12372], [2.60447, -5.43383, -1.21749], [1.85821, -6.91620, -1.76000], [0.26152, -4.72250, -2.18124], [-4.76882, -2.99035, -1.19271], [-7.05171, -2.66006, -0.68932], [-6.14636, -3.11173, 0.78013], [-7.87662, -0.95835, 1.45048], [-6.82786, -2.88769, 2.82651], [-8.45122, -2.38438, 3.27260], [-8.19431, -3.84766, 2.29069], [-9.39956, -1.53126, -0.33548], [-11.25897, -1.45094, 0.90897], [-10.20179, -1.47936, 2.30490], [-10.90754, -2.96112, 1.72470], [-9.71152, -4.39637, 0.60481], [-10.18970, -3.64230, -0.88613], [-8.50934, -4.03119, -0.63573], [-3.84954, 1.21827, 2.01882], [-5.29223, 0.21091, 2.01332], [-4.78856, 2.66582, 0.55029], [-5.15572, 1.36557, -0.58801], [-7.07728, 1.13951, 1.50928], [-6.96584, 2.83818, 1.14066], [-7.03386, 1.02742, -1.52965], [3.28465, 1.62154, -2.53013], [1.99967, 2.45234, -2.35673], [1.03404, 2.15789, -3.50228], [1.51656, 2.72659, -4.83570], [1.81052, 4.22410, -4.72027], [2.71446, 4.60503, -3.54301], [2.29631, 3.91198, -2.28679], [1.32144, 4.54267, -1.71442], [4.18680, 4.28518, -3.86767], [2.65198, 6.11555, -3.33955], [1.39535, 1.99198, -1.03851], [3.09404, 0.57650, -2.28229], [3.67376, 1.61263, -3.54459], [4.07134, 1.97870, -1.86304], [0.05214, 2.58458, -3.26926], [0.89210, 1.07751, -3.58154], [2.40242, 2.19078, -5.18592], [0.75044, 2.56681, -5.59683], [2.26561, 4.58385, -5.64458], [0.85636, 4.75204, -4.62167], [4.81527, 4.43394, -2.98838], [4.54834, 4.95395, -4.64801], [4.34898, 3.27455, -4.23478], [1.63142, 6.47414, -3.22139], [3.07760, 6.61151, -4.21080], [3.22499, 6.41899, -2.46253], [2.08078, 2.17201, -0.20660], [1.19262, 0.92356, -1.08238], [0.45217, 2.49400, -0.81683], [5.96335, 2.98927, 2.80246], [6.42665, 2.41130, 1.44933], [5.71083, 1.08981, 1.18323], [6.16795, -0.02789, 2.11806], [7.68794, -0.19734, 2.05730], [8.48001, 1.10246, 2.23592], [7.90394, 2.21484, 1.41969], [8.32599, 2.15475, 0.19827], [8.53089, 1.49891, 3.72443], [9.92760, 0.86043, 1.82025], [6.01150, 3.45260, 0.41616], [4.95592, 3.39347, 2.70188], [5.91336, 2.25520, 3.60277], [6.61574, 3.80256, 3.12138], [5.87939, 0.77679, 0.14735], [4.63282, 1.23937, 1.28711], [5.84501, 0.16754, 3.14428], [5.68842, -0.96497, 1.82654], [8.01165, -0.91451, 2.81399], [7.94175, -0.63775, 1.08765], [8.98162, 2.48484, 3.84345], [9.14367, 0.78733, 4.27731], [7.55925, 1.50737, 4.21285], [10.00505, 0.45579, 0.81322], [10.38041, 0.14094, 2.50159], [10.50899, 1.78199, 1.86379], [6.48677, 4.41368, 0.61781], [4.93151, 3.59754, 0.46299], [6.25159, 3.16170, -0.60569]],
  "multiplicity": 3,
  "total_charge": 1,
  "e_lumo_ev": [-4.058, -4.058]
}

Entry 5:
{
  "formula": "C2H5FSi",
  "method": "ωB97M-V with the def2-TZVPD basis set",
  "elements": ["Si", "H", "H", "H", "H", "C", "C", "F", "H"],
  "positions_angstrom": [[-0.67672, -0.65756, -1.18519], [-0.92342, -0.53774, 0.26832], [-1.94760, -1.12716, -1.89835], [0.14623, -1.82761, -1.34557], [-0.07524, 0.67587, -1.78773], [0.54821, 1.30646, 1.88365], [1.03201, 0.42992, 1.17563], [1.47683, -0.22945, 0.23553], [0.41970, 1.96726, 2.65371]],
  "total_charge": 0,
  "e_lumo_ev": 0.812,
  "relative_energy_kj_mol": 475.8
}

Entry 6:
{
  "formula": "C12H32O12S4",
  "method": "ωB97M-V with the def2-TZVPD basis set",
  "elements": ["O", "S", "O", "O", "C", "C", "C", "H", "H", "H", "H", "H", "H", "H", "H", "O", "S", "O", "O", "C", "C", "C", "H", "H", "H", "H", "H", "H", "H", "H", "O", "S", "O", "O", "C", "C", "C", "H", "H", "H", "H", "H", "H", "H", "H", "O", "S", "O", "O", "C", "C", "C", "H", "H", "H", "H", "H", "H", "H", "H"],
  "positions_angstrom": [[-32.32574, -21.66341, 23.55787], [-31.95228, -21.37882, 22.19432], [-30.80339, -20.52653, 22.01549], [-31.65813, -22.77721, 21.40441], [-32.63612, -23.78620, 21.43998], [-32.06022, -25.18258, 21.33401], [-33.26998, -20.78637, 21.13242], [-33.29505, -23.50904, 20.61713], [-33.19206, -23.93881, 22.36504], [-31.53108, -25.57573, 22.20208], [-31.41107, -25.36848, 20.47835], [-32.88144, -25.89927, 21.32577], [-32.91989, -20.99998, 20.12251], [-33.40505, -19.70522, 21.16343], [-34.17762, -21.34028, 21.37215], [-36.50168, -29.09767, 25.25213], [-36.38064, -27.67743, 25.59301], [-35.14780, -27.16777, 26.15650], [-36.73679, -26.82465, 24.14768], [-36.40892, -25.40830, 24.02005], [-35.51746, -25.34057, 22.74731], [-37.81207, -27.16656, 26.63872], [-35.95392, -24.94032, 24.89302], [-37.32129, -24.85774, 23.79076], [-35.60715, -24.47819, 22.08674], [-35.86545, -26.09576, 22.04254], [-34.46527, -25.52334, 22.96548], [-37.85330, -26.08123, 26.73065], [-37.80764, -27.56458, 27.65344], [-38.70760, -27.54391, 26.14502], [-31.71939, -26.07550, 27.55082], [-31.67325, -24.71384, 26.96121], [-31.62705, -23.51779, 27.82590], [-30.45353, -24.83292, 25.83682], [-29.82657, -23.54626, 25.52316], [-28.94377, -23.69634, 24.23136], [-32.96334, -24.56933, 25.64091], [-29.27866, -23.28312, 26.42796], [-30.64039, -22.83053, 25.40688], [-29.50319, -23.86462, 23.31112], [-28.28353, -24.56355, 24.24166], [-28.33182, -22.82609, 23.99412], [-32.82657, -25.15153, 24.72963], [-33.22733, -23.52504, 25.47396], [-33.79714, -25.04913, 26.15343], [-24.61517, -26.09178, 21.73720], [-25.58522, -26.93432, 21.12248], [-25.83991, -26.95610, 19.66926], [-25.22576, -28.45076, 21.58402], [-24.18003, -29.14128, 21.02691], [-22.79577, -28.45157, 21.38023], [-27.23159, -26.66614, 22.13443], [-24.24112, -29.15486, 19.93871], [-24.18527, -30.17465, 21.37362], [-22.91383, -27.93543, 22.33299], [-22.56810, -27.72026, 20.60469], [-22.00901, -29.20155, 21.46169], [-27.74166, -27.61654, 21.97741], [-27.75254, -25.81624, 21.69354], [-26.93018, -26.41072, 23.15031]],
  "multiplicity": 2,
  "total_charge": 1,
  "e_lumo_ev": [-2.979, -10.069],
  "relative_energy_kj_mol": 81.7
}

Entry 7:
{
  "formula": "C24H71BO9",
  "method": "ωB97M-V with the def2-TZVPD basis set",
  "elements": ["O", "H", "H", "H", "B", "H", "H", "H", "H", "C", "C", "C", "O", "H", "H", "H", "H", "H", "H", "H", "H", "C", "C", "C", "O", "H", "H", "H", "H", "H", "H", "H", "H", "C", "C", "C", "O", "H", "H", "H", "H", "H", "H", "H", "H", "C", "C", "C", "O", "H", "H", "H", "H", "H", "H", "H", "H", "C", "C", "C", "O", "H", "H", "H", "H", "H", "H", "H", "H", "C", "C", "C", "O", "H", "H", "H", "H", "H", "H", "H", "H", "C", "C", "C", "O", "H", "H", "H", "H", "H", "H", "H", "H", "C", "C", "C", "O", "H", "H", "H", "H", "H", "H", "H", "H"],
  "positions_angstrom": [[-0.54960, 1.66452, -0.57926], [-0.76257, 1.67054, -1.51532], [-1.32152, 1.84846, -0.03898], [-0.15888, 0.84235, -0.27431], [0.45739, -0.50339, 0.41794], [-0.61996, -0.45990, 0.45880], [0.87832, 0.39565, 0.84076], [0.81004, -1.42085, 0.86306], [0.68289, -0.47793, -0.63693], [5.20575, -2.36243, 1.48969], [3.90413, -1.59590, 1.30553], [4.05901, -0.19656, 0.71934], [3.07523, -2.21392, 0.39671], [5.73102, -2.44241, 0.53795], [4.89625, -3.31403, 1.92185], [5.81049, -1.89713, 2.26808], [3.48803, -1.56014, 2.31235], [4.85322, 0.36371, 1.21273], [3.09716, 0.30254, 0.83699], [4.38700, -0.16722, -0.31973], [2.29938, -1.65157, 0.33830], [2.80482, 1.39938, -3.98528], [2.19823, 0.45422, -2.95472], [2.90169, -0.85567, -2.78064], [2.18852, 1.04772, -1.68541], [3.75180, 1.81121, -3.63639], [2.07496, 2.17782, -4.20762], [2.98286, 0.93436, -4.95490], [1.15276, 0.27781, -3.20765], [3.94853, -0.82738, -2.47829], [2.88453, -1.25499, -3.79471], [2.48111, -1.61837, -2.12527], [1.94688, 0.35366, -1.06777], [-2.33294, -0.55943, -2.28049], [-2.43968, 0.58856, -3.23416], [-3.71334, 1.45862, -3.07332], [-1.33072, 1.40439, -3.05205], [-2.74917, -0.30272, -1.30634], [-1.30576, -0.91880, -2.21853], [-2.96725, -1.37708, -2.62283], [-2.32668, 0.25799, -4.26666], [-4.61322, 0.92795, -3.38431], [-3.67085, 2.39836, -3.62394], [-3.69961, 1.75493, -2.02446], [-1.24847, 1.90002, -3.87009], [-3.57263, -3.91027, 0.82372], [-2.76111, -2.72641, 1.25740], [-1.96065, -2.91556, 2.61674], [-1.83160, -2.52587, 0.27091], [-3.05709, -4.87024, 0.85163], [-3.81624, -3.77019, -0.22943], [-4.50222, -4.06622, 1.37112], [-3.42984, -1.87662, 1.39442], [-2.67745, -3.07880, 3.42151], [-1.36266, -2.04601, 2.88947], [-1.27691, -3.76078, 2.53801], [-1.13071, -1.94824, 0.58187], [0.32730, -3.40715, -2.17875], [-0.89746, -4.37166, -2.30090], [-0.68433, -5.57149, -3.23007], [-1.05025, -4.83560, -0.98352], [1.21952, -3.99950, -1.97582], [0.28921, -2.73718, -1.31981], [0.50132, -2.81358, -3.07624], [-1.77905, -3.79705, -2.58499], [-1.53908, -6.24610, -3.18112], [0.21843, -6.13193, -2.98710], [-0.58413, -5.28198, -4.27613], [-1.39347, -4.10627, -0.46211], [-3.03344, 0.67751, 2.43231], [-3.68785, 1.48164, 1.27515], [-4.80394, 2.38041, 1.80684], [-2.71026, 2.33902, 0.69046], [-3.70706, -0.10014, 2.79231], [-2.87659, 1.34267, 3.28146], [-2.10739, 0.19632, 2.11769], [-4.09974, 0.74986, 0.58020], [-5.27698, 2.83682, 0.93734], [-4.41154, 3.15124, 2.47013], [-5.61683, 1.82409, 2.27356], [-2.61618, 3.09771, 1.27111], [2.43445, 5.90113, -0.33707], [2.62225, 4.41785, -0.42966], [2.40408, 3.75832, 0.87503], [1.71739, 3.88907, -1.39016], [2.64460, 6.29221, -1.33255], [2.95447, 6.46765, 0.43542], [1.38831, 6.14801, -0.15616], [3.64359, 4.20949, -0.74832], [2.13309, 2.70356, 0.82890], [1.64180, 4.32372, 1.41110], [3.29674, 3.81334, 1.49811], [2.05253, 3.03991, -1.68716], [0.58582, 1.37183, 5.50757], [0.14314, 1.05212, 4.06186], [-0.13070, 2.30464, 3.21566], [1.18404, 0.34418, 3.41704], [1.30500, 2.19037, 5.47787], [1.07366, 0.49437, 5.93205], [-0.26622, 1.54877, 6.16394], [-0.73509, 0.40818, 4.01541], [0.81103, 2.82583, 3.04357], [-0.91046, 2.96471, 3.59563], [-0.36721, 1.98176, 2.20180], [0.93040, 0.10983, 2.52131]],
  "multiplicity": 2,
  "total_charge": -1,
  "e_lumo_ev": [2.394, 2.361]
}

Entry 8:
{
  "formula": "C7H11NOS",
  "method": "ωB97M-V with the def2-TZVPD basis set",
  "elements": ["C", "C", "C", "C", "C", "C", "C", "N", "O", "S", "H", "H", "H", "H", "H", "H", "H", "H", "H", "H", "H"],
  "positions_angstrom": [[-2.32859, -0.00591, -1.57740], [-2.60101, 1.17905, -0.79949], [-1.35578, 0.33327, -2.44026], [2.42688, -1.51242, 0.50493], [0.56409, 0.36145, 2.19810], [0.61750, 0.40256, 0.64953], [1.09070, -0.93331, 0.16718], [-1.84415, 2.19670, -1.01207], [0.31709, -1.57472, -0.51244], [-0.80649, 1.95679, -2.26379], [-2.84522, -0.85422, -1.60303], [-3.21130, 1.18140, 0.15174], [2.30444, -2.14945, 1.39582], [2.60724, -2.42172, -0.22766], [3.07281, -0.72314, 0.57686], [0.06451, -0.57587, 2.57627], [0.27986, 1.37176, 2.63649], [1.55481, 0.11550, 2.43407], [1.45029, 1.08772, 0.36624], [-0.92012, -0.17159, -3.34845], [-0.43756, 0.73614, 0.12734]],
  "total_charge": 0,
  "e_lumo_ev": 0.778,
  "relative_energy_kj_mol": 142.8
}